A 2-piece molecular cluster, C8H12NOS overall. Source: OMol25; level of theory: the ωB97M-V functional and the def2-TZVPD basis.

The geometry in XYZ format:
```
23
Properties=species:S:1:pos:R:3:forces:R:3:mulliken_charge:R:1
C -2.28366 0.91392 0.08580 0.0768 0.2952 0.0063 -0.658
C -3.61113 1.17536 0.03492 -0.6560 -0.1677 -0.0409 -0.367
C -3.12802 -1.23155 -0.07572 -0.6536 0.1324 -0.0051 -0.253
C -1.97103 -0.49076 0.02344 -0.2800 -0.0920 -0.0556 0.331
C 0.76920 0.43329 -1.14032 -0.0070 -0.1592 0.1481 -1.620
C 0.83267 0.24811 1.38020 0.0160 -0.0701 -0.2411 -1.564
C 1.55096 -1.66609 -0.05214 -0.1983 0.0505 0.1149 -1.907
C 0.54959 -0.51228 0.06251 0.4206 0.4381 0.0211 1.684
N -0.76515 -1.05121 0.06542 -0.1799 -4.9075 0.0150 -0.307
O -0.93620 -2.93657 0.06037 0.4558 4.0611 -0.0017 -0.687
S -4.55501 -0.25861 -0.08484 0.5521 0.2757 0.0349 -0.258
H -1.55340 1.70218 0.17076 0.0931 0.0385 0.0073 0.228
H -4.11004 2.12818 0.06280 0.0800 0.1696 0.0148 0.421
H -3.18714 -2.29639 -0.12295 0.1280 -0.2558 -0.0061 0.482
H 1.82610 0.69100 -1.22462 0.0836 0.0701 -0.0043 0.392
H 0.45862 -0.07706 -2.05128 -0.0136 -0.0220 -0.0393 0.401
H 0.19519 1.35142 -1.04798 -0.0559 0.1293 -0.0187 0.364
H 0.89655 -0.46424 2.19992 -0.0203 -0.0669 0.0868 0.383
H 0.03186 0.95078 1.60221 -0.0384 0.0807 0.0211 0.353
H 1.77493 0.79758 1.31024 0.0548 0.0280 0.0518 0.361
H 1.59154 -2.02570 -1.07622 -0.0006 -0.1024 -0.1170 0.392
H 2.54617 -1.35122 0.26423 0.1030 0.1552 -0.0274 0.387
H 1.18589 -2.48321 0.56236 0.0400 -0.0808 0.0351 0.444
```
Forces are in eV/Å.

For the orbital gap, the calculation gives 0.2173 hartree. As for the net charge: -1. As for the relative energy (zero: lowest compared OMol25 entry of this formula, charge and spin): 239.9 kJ/mol. Its energy is -22860.1352 eV.